No. 1
Formula: C22H45Cl10N2O
Source: the Open Molecules 2025 dataset
Level of theory: ωB97M-V/def2-TZVPD

The geometry in XYZ format:
```
80
Properties=species:S:1:pos:R:3:forces:R:3:mulliken_charge:R:1
C 3.1730 -2.5206 1.5425 0.14 -0.42 0.64 -0.930
C 2.4182 -2.5306 2.8832 -0.04 0.25 -0.56 -0.776
C 1.1386 -1.6989 2.9301 0.63 0.17 0.08 -0.186
O 0.5408 -1.5796 1.6331 -0.23 -0.37 -0.83 -0.167
C -0.6975 -0.9698 1.6462 -0.21 0.73 2.81 -0.048
C -1.6988 -1.5450 0.7169 0.92 -0.70 0.40 -0.799
N -2.2414 -0.6715 -0.0128 -0.86 0.48 0.18 0.185
C -1.6338 0.6523 0.2028 1.47 0.57 -0.54 -0.612
C -0.8289 0.5989 1.5444 -0.93 -0.57 -2.89 0.358
C 0.4142 1.4243 1.2136 -0.17 0.16 1.09 -1.019
C 1.0512 2.1186 2.4225 0.17 0.22 -0.28 -0.975
C 2.5423 2.4155 2.2267 -0.61 -0.61 0.19 -1.230
C 3.3733 1.1942 1.7925 0.58 1.16 -0.07 1.143
C 4.0981 1.4178 0.4643 -0.09 -1.08 -0.21 -1.055
N 3.3335 0.8268 -0.6402 -0.33 0.39 0.02 -0.193
H 2.5231 -2.4585 0.6799 -0.09 0.21 -0.13 0.119
H 3.7049 -3.4616 1.4624 0.17 -0.16 -0.10 0.457
H 3.9336 -1.7505 1.5571 -0.01 0.32 -0.36 0.189
H 2.2115 -3.5496 3.1816 -0.19 -0.24 -0.01 0.431
H 3.0765 -2.1130 3.6356 0.11 -0.05 0.30 0.359
H 0.4574 -2.1685 3.6352 -0.41 0.05 0.00 0.442
H 1.3654 -0.6912 3.2731 -0.05 0.18 0.13 0.054
H -1.1608 -1.1920 2.6264 -0.12 -0.20 0.00 0.295
H -1.9155 -2.6012 0.7383 -0.25 -0.17 -0.40 0.496
H -2.9888 -0.8609 -0.6735 0.02 0.04 0.03 0.317
H -0.8560 0.6800 -0.5615 -0.12 0.21 -0.40 0.465
H -2.2390 1.5361 0.0445 -0.69 -0.28 0.17 -0.147
H -1.4948 1.0194 2.2863 0.26 -0.09 0.67 0.852
H 0.0983 2.2131 0.5359 0.05 0.13 -0.24 0.660
H 1.1052 0.8076 0.6494 0.16 -0.09 -0.02 0.319
H 0.5593 3.0836 2.5157 -0.18 0.16 0.26 0.294
H 0.8537 1.6101 3.3626 0.08 -0.39 0.06 0.568
H 2.5936 3.2136 1.4938 0.29 0.12 -0.20 0.465
H 2.9324 2.7915 3.1675 0.06 0.27 0.04 0.386
H 2.7637 0.3056 1.7077 -0.07 -0.33 0.18 -1.144
H 4.1450 1.0424 2.5418 -0.06 -0.32 0.22 0.572
H 4.2237 2.4815 0.2984 0.14 0.21 -0.14 0.422
H 5.0820 0.9451 0.5095 0.22 0.18 0.13 0.370
H 3.9206 0.7122 -1.4611 -0.34 0.03 0.25 0.065
H 2.9591 -0.0728 -0.3640 0.29 -0.13 -0.07 0.008
Cl -1.0908 -3.6539 -4.9721 0.01 0.04 0.01 -0.173
C -1.5160 -3.0845 -3.3466 -0.13 0.02 0.01 -0.542
C -0.2956 -2.8418 -2.4923 0.04 0.05 -0.02 0.450
Cl 0.5406 -4.3519 -2.0622 0.01 0.01 0.04 -0.179
H -2.1785 -3.8218 -2.8964 0.05 -0.05 -0.01 0.356
H -2.0691 -2.1525 -3.4716 0.06 0.03 -0.02 0.341
H -0.5867 -2.3702 -1.5533 0.01 -0.01 -0.04 -0.634
H 0.4184 -2.1936 -2.9950 0.01 -0.04 -0.04 0.397
Cl 4.8234 0.9834 -3.5219 0.14 -0.06 -0.36 -0.204
C 5.5398 2.4879 -4.1629 0.12 0.11 -0.05 -0.446
C 5.2805 3.6652 -3.2587 0.07 0.05 0.02 -0.474
Cl 3.5601 4.1294 -3.2349 -0.02 -0.02 0.04 -0.171
H 5.1349 2.6494 -5.1582 -0.09 -0.03 0.03 0.338
H 6.6116 2.3187 -4.2481 0.00 -0.02 0.06 0.303
H 5.8402 4.5283 -3.6141 -0.01 -0.01 -0.05 0.360
H 5.5831 3.4533 -2.2360 -0.04 -0.03 0.00 0.285
Cl -3.6841 3.0580 3.2305 0.03 -0.11 -0.04 -0.193
C -2.4943 4.0932 2.3985 0.08 0.11 0.01 0.174
C -3.0864 4.8642 1.2481 -0.02 0.17 0.09 -0.520
Cl -3.5632 3.7975 -0.1002 -0.02 -0.05 -0.06 -0.201
H -1.6837 3.4520 2.0623 0.03 -0.02 -0.02 -0.443
H -2.1005 4.7858 3.1404 -0.05 0.02 0.00 0.458
H -2.3432 5.5591 0.8609 0.02 -0.05 -0.04 0.358
H -3.9680 5.4286 1.5431 -0.06 -0.10 0.01 0.347
Cl -2.0598 -8.4026 -3.5578 -0.02 0.00 0.01 -0.194
C -0.3689 -7.8438 -3.6429 0.09 0.03 0.08 -0.192
C -0.0462 -7.2061 -4.9692 0.07 0.05 -0.04 -0.213
Cl -0.0275 -8.3896 -6.3001 -0.03 -0.01 0.00 -0.184
H 0.2768 -8.6953 -3.4435 -0.05 -0.05 -0.05 0.365
H -0.2369 -7.1135 -2.8465 -0.02 0.03 -0.03 0.021
H 0.9459 -6.7583 -4.9281 0.01 -0.03 0.04 0.288
H -0.7636 -6.4305 -5.2204 -0.04 -0.07 -0.01 0.103
Cl -8.9393 3.8471 3.7423 0.00 0.01 -0.01 -0.176
C -8.5924 2.9235 2.2609 -0.06 -0.06 -0.01 -0.463
C -7.2003 3.1868 1.7456 0.02 -0.13 -0.05 -0.250
Cl -7.0221 4.8435 1.1155 0.07 0.05 0.02 -0.188
H -9.3457 3.1798 1.5203 0.01 0.06 0.01 0.332
H -8.6964 1.8687 2.5109 0.04 0.00 0.01 0.309
H -6.9772 2.5092 0.9221 -0.05 0.02 -0.03 0.286
H -6.4556 3.0432 2.5232 -0.01 0.07 0.04 0.157
```
Forces are in eV/Å.

Results
Strongest force on any atom = 3.09 eV/A
Frontier orbital gap = 7.01 eV
E = -153789.262 eV
Net charge = +1
LUMO energy = -4.340 eV


No. 2
Formula: C22H45DyN2OP3Se
Source: the Open Molecules 2025 dataset
Level of theory: ωB97M-V/def2-TZVPD

The geometry in XYZ format:
```
75
Properties=species:S:1:pos:R:3:forces:R:3:mulliken_charge:R:1
Dy -0.0497 0.3747 -0.0903 -1.25 -0.76 0.80 -0.111
P -2.5942 1.4861 -0.0303 -1.39 0.90 -0.20 0.957
P -1.0571 -1.2382 -2.1824 -0.62 -1.00 -1.05 0.889
P 1.1463 1.8900 1.8574 0.94 1.65 1.31 1.229
H 1.6444 0.4873 -2.6051 0.05 -0.10 0.38 0.442
C 2.0052 0.5961 -1.5734 2.07 -1.76 0.21 -0.805
C 2.4224 -0.5052 -0.8467 0.79 1.66 -1.71 -0.522
H 2.4946 -1.4984 -1.3041 -0.63 0.32 0.11 0.463
C -2.7313 2.7986 -1.2900 0.39 0.19 -0.01 -0.458
C -4.1681 0.6171 -0.3674 0.01 -0.43 0.24 -1.328
C -2.9587 2.4191 1.5095 0.09 -0.24 0.26 -1.111
C 0.1479 -2.3074 -3.0555 0.19 0.14 0.07 -1.153
C -2.3886 -2.4356 -1.7846 -0.06 0.10 0.21 -1.120
C -1.7906 -0.2989 -3.5690 0.16 0.30 0.08 -1.244
C 2.9627 1.8003 2.0166 0.09 -0.53 -0.05 -1.332
C 0.5372 1.9351 3.5748 -0.19 -0.45 0.16 -1.027
C 0.9704 3.6324 1.3522 -0.26 -0.15 -0.31 -1.127
H 2.2842 1.6243 -1.2921 -0.45 -0.31 0.36 0.511
H 2.9461 -0.4317 0.1158 -0.36 0.27 -0.21 0.307
H -3.6641 3.3563 -1.1216 0.26 -0.12 -0.11 0.552
H -2.7246 2.3862 -2.3087 -0.01 0.17 0.30 0.303
H -1.8627 3.4584 -1.1569 -0.42 -0.37 -0.33 -0.456
H -4.9713 1.3235 -0.1209 0.13 -0.20 -0.06 0.497
H -4.2764 -0.2811 0.2535 -0.08 0.20 -0.16 0.376
H -4.2607 0.3500 -1.4283 0.12 0.02 0.30 0.400
H -4.0133 2.7192 1.4733 0.22 -0.01 0.05 0.504
H -2.3435 3.3249 1.5931 -0.08 -0.26 -0.07 0.308
H -2.8033 1.7882 2.3995 -0.09 0.23 -0.29 0.290
H -0.2179 -2.5115 -4.0708 0.16 -0.07 0.29 0.431
H 0.2796 -3.2490 -2.5096 -0.03 0.16 -0.17 0.326
H 1.1182 -1.8023 -3.1172 -0.13 -0.18 -0.21 0.334
H -2.8821 -2.7758 -2.7083 0.22 0.10 0.29 0.439
H -3.1320 -1.9705 -1.1259 0.10 -0.17 -0.19 0.181
H -1.9610 -3.2978 -1.2585 -0.16 0.18 -0.12 0.380
H -2.0691 -0.9834 -4.3832 0.03 0.23 0.26 0.501
H -1.0452 0.4191 -3.9363 -0.26 -0.09 -0.10 0.379
H -2.6740 0.2537 -3.2220 0.19 -0.16 -0.21 0.266
H 3.3569 2.7339 2.4369 -0.11 -0.28 -0.05 0.459
H 3.4118 1.6292 1.0307 0.06 0.17 0.21 0.327
H 3.2263 0.9528 2.6600 0.11 0.19 -0.07 0.394
H 1.1239 2.6444 4.1768 -0.14 -0.19 -0.24 0.449
H 0.6095 0.9298 4.0123 0.00 0.30 0.00 0.170
H -0.5205 2.2339 3.5907 0.30 -0.04 -0.01 0.338
H 1.5884 4.3102 1.9547 -0.12 -0.29 0.02 0.455
H -0.0779 3.9466 1.4143 0.35 -0.01 -0.01 0.291
H 1.2683 3.7337 0.3022 -0.06 0.06 0.27 0.109
C 0.2033 6.0791 -1.1579 0.26 0.93 -1.13 1.213
C -0.4970 6.8850 -2.0784 0.72 -0.47 0.36 -0.863
C 0.2142 7.8453 -2.7944 0.09 -0.02 0.13 -0.451
C 1.5995 7.9839 -2.6163 -0.49 -0.17 0.04 -0.680
C 2.2602 7.2007 -1.6720 0.03 0.25 -0.02 -0.460
C 1.5655 6.2766 -0.8968 -0.72 -0.36 -0.26 -0.380
O -0.4341 4.9930 -0.5998 -1.13 -0.30 0.11 -0.349
H -1.3593 4.9937 -0.9155 0.75 0.59 0.27 0.209
H -1.5619 6.6945 -2.2663 0.40 0.21 0.09 0.281
H -0.3286 8.4717 -3.5033 0.28 -0.15 0.14 0.380
H 2.1465 8.6944 -3.2249 -0.03 -0.05 0.13 0.401
H 3.3366 7.3054 -1.5417 -0.27 0.05 0.03 0.389
H 2.0610 5.6625 -0.1445 -0.01 0.26 -0.27 0.302
C 0.9818 -3.7370 0.4725 0.00 -0.25 -0.51 -0.734
N 1.0122 -3.4342 1.8900 -0.27 0.77 0.26 0.201
C 1.8879 -4.0102 2.7994 -0.64 0.29 -0.07 -0.473
C 1.5767 -3.5012 4.0161 -0.49 0.23 -0.60 -0.491
N 0.5296 -2.6035 3.8308 0.07 -0.03 -1.27 0.183
C -0.1377 -1.9174 4.9174 -0.28 0.30 0.76 -0.913
C 0.1959 -2.5255 2.5015 1.73 -1.42 1.21 0.170
Se -1.1029 -1.4741 1.6490 -0.23 0.02 0.22 -0.155
H 1.2887 -4.7880 0.3425 -0.14 0.52 -0.09 0.391
H 1.6673 -3.0723 -0.0844 -0.26 -0.43 0.26 0.194
H -0.0464 -3.5940 0.0969 0.52 -0.19 0.20 0.121
H 2.6145 -4.7439 2.4895 -0.04 0.02 0.09 0.510
H 1.9868 -3.7201 4.9860 -0.04 0.06 0.08 0.537
H -0.5996 -2.6618 5.5874 0.11 0.36 -0.32 0.344
H 0.5956 -1.3358 5.5006 -0.33 -0.19 -0.29 0.366
H -0.9118 -1.2577 4.5035 0.27 -0.23 0.22 0.291
```
Forces are in eV/Å.

Results
Strongest force on any atom = 2.72 eV/A
2S+1 = 6
Frontier orbital gap (spin up / spin down) = 4.22 / 4.36 eV
E = -145843.427 eV
Net charge = +3
LUMO energy (spin up / spin down) = -10.387 / -10.247 eV


No. 3
Formula: C22H45F6MnN3O8S2
Source: the Open Molecules 2025 dataset
Level of theory: ωB97M-V/def2-TZVPD

The geometry in XYZ format:
```
87
Properties=species:S:1:pos:R:3:forces:R:3:mulliken_charge:R:1
Mn -0.3698 -3.5388 -0.8737 -0.09 0.90 0.14 0.194
O -0.8765 0.3459 -0.9263 -0.10 -2.17 -0.73 0.246
C -0.6713 -0.9672 -0.8461 -0.18 -0.83 0.86 0.790
O -1.0983 -1.7231 -1.7375 -1.35 -0.32 -2.84 -0.796
O -0.1177 -1.5960 0.1120 0.93 1.15 1.20 -0.454
H -0.3154 0.7413 -0.2551 0.81 0.97 0.95 0.504
C 1.1974 -2.7641 7.8555 0.47 -1.71 -0.66 -1.111
C 1.2879 -3.5478 6.5139 -0.15 0.59 -0.06 -0.750
C 1.0225 -2.7077 5.2811 -0.46 1.49 -0.35 -0.253
C 2.2048 -1.7105 5.0791 -0.30 0.03 -1.07 -1.069
N 2.1305 -0.7565 3.8295 0.63 -1.92 0.27 0.103
C 2.3841 -1.5858 2.5048 0.35 -0.22 1.20 -0.394
C 3.9814 -1.6913 2.3787 -0.88 0.81 -0.82 -0.806
C 4.5513 -0.5642 3.2771 0.03 -0.55 -0.32 -0.775
C 3.3451 0.1889 3.6790 -2.26 1.44 1.26 -0.261
C 0.8263 0.0504 3.8848 0.10 0.62 0.26 0.019
C 0.5637 0.7706 5.2667 0.65 -1.44 -0.18 -0.328
C -0.5071 1.8416 5.3090 0.14 0.01 -0.59 -1.481
H 0.2314 -2.3784 8.1813 0.04 0.48 -0.71 0.290
H 2.0318 -2.0646 7.8036 -0.40 0.31 0.78 0.309
H 1.3752 -3.5521 8.5873 0.54 0.33 0.40 0.399
H 0.6438 -4.4270 6.4956 0.08 0.01 0.10 0.434
H 2.3257 -3.8502 6.3745 0.07 -0.60 0.50 0.315
H 0.0813 -2.1781 5.4291 -0.06 0.22 -0.05 0.273
H 0.8555 -3.3154 4.3918 0.33 -0.12 -0.05 0.341
H 3.0648 -2.3687 4.9557 0.39 0.45 -0.14 0.537
H 2.3538 -1.0453 5.9296 -0.05 -0.18 -0.06 0.342
H 1.8278 -1.0370 1.7449 0.63 0.20 -0.29 0.164
H 1.9043 -2.5640 2.5359 -0.02 0.08 0.46 0.478
H 4.2136 -1.4803 1.3348 -0.12 0.36 -0.04 0.350
H 4.4948 -2.6468 2.4866 -0.74 -0.27 0.72 0.415
H 5.2260 0.0747 2.7073 -0.05 0.04 0.11 0.480
H 5.0823 -0.8893 4.1718 0.05 -0.39 -0.19 0.314
H 2.9426 0.9097 2.9673 0.50 -0.07 -0.47 0.000
H 3.3981 0.7862 4.5892 0.35 -0.25 0.19 0.557
H -0.0296 -0.5971 3.6942 0.29 -0.21 -0.28 0.638
H 0.9457 0.7465 3.0546 -0.36 0.18 0.06 -0.026
H 1.5214 1.0779 5.6868 -0.04 0.43 -0.04 0.346
H 0.1942 -0.0021 5.9409 0.24 -0.26 0.14 0.097
H -1.4661 1.3831 5.0674 -0.06 0.22 -0.34 0.367
H -0.2607 2.6474 4.6175 -0.33 0.12 0.04 0.326
H -0.6281 2.2340 6.3187 0.29 0.04 -0.03 0.411
C -4.8608 -0.8774 -3.6900 0.47 0.58 -1.46 -1.371
C -3.7483 0.1845 -3.8652 0.77 -0.36 0.42 -0.009
N -2.9867 0.2481 -5.2953 -1.96 0.33 0.29 0.031
C -4.1014 0.2550 -6.3552 1.41 0.32 0.31 -1.183
C -2.2737 1.5997 -5.3658 1.98 -1.00 2.46 -0.435
C -1.0809 1.5768 -4.2911 -0.13 0.30 -1.59 -0.899
C -2.0597 -1.0071 -5.4307 -0.28 -0.18 -0.02 -0.476
C -1.2616 -1.3077 -6.7843 -3.04 1.15 0.90 -0.863
O -0.3936 -0.2620 -6.9809 1.48 -0.13 -1.21 -0.196
C 0.1855 -0.2824 -8.2993 0.63 0.73 -0.31 -0.909
H -5.4003 -0.8079 -2.7454 0.68 0.05 0.24 0.419
H -4.3955 -1.8497 -3.8514 -0.39 -0.19 0.39 0.366
H -5.6534 -0.7474 -4.4269 0.04 -0.05 -0.15 0.368
H -2.9853 -0.0153 -3.1128 0.30 -0.26 -0.29 -0.031
H -4.0566 1.1930 -3.5898 -0.26 0.09 -0.74 0.482
H -4.5859 -0.7214 -6.3561 0.17 0.21 -0.38 0.438
H -3.5792 0.5611 -7.2617 -0.28 -0.65 -0.33 0.451
H -4.8183 1.0565 -6.1770 0.06 -0.15 0.52 0.362
H -2.9617 2.3855 -5.0539 -0.23 -0.21 -0.45 0.550
H -1.8408 1.7424 -6.3559 -0.32 -0.09 0.07 0.342
H -1.3339 1.3763 -3.2500 -0.29 0.15 -0.23 0.090
H -0.5514 2.5268 -4.3642 -0.35 0.25 0.23 0.503
H -0.3032 0.8813 -4.6066 -0.22 -0.25 -0.02 0.318
H -2.7799 -1.7990 -5.2252 0.26 -0.27 -0.23 0.425
H -1.4283 -0.9303 -4.5456 0.23 -0.14 -0.28 0.300
H -1.9927 -1.2690 -7.5918 -0.55 0.00 -0.23 0.405
H -0.9188 -2.3364 -6.8952 0.72 -0.05 0.88 0.473
H -0.4861 -0.4100 -9.1482 -0.95 0.20 0.40 0.363
H 0.9269 -1.0488 -8.5251 0.21 -0.32 0.93 0.338
H 0.6779 0.6812 -8.4307 -0.03 -0.07 0.11 0.286
C -1.6477 3.5344 -0.7547 3.34 -0.89 0.53 0.636
F -2.0410 4.7486 -0.5943 -0.56 0.97 0.24 -0.210
F -2.6337 2.7604 -1.1206 -0.52 -0.46 -0.27 -0.194
F -0.6660 3.5303 -1.7271 -1.26 -0.33 0.92 -0.254
S -0.8687 2.9001 1.0233 -1.83 0.49 1.00 1.085
O -0.6811 4.1414 1.7724 0.47 -1.83 -1.30 -0.599
O -1.9134 2.0423 1.5885 1.62 0.14 -1.30 -0.674
N 0.5574 1.9176 0.6718 -3.96 0.42 0.32 -0.847
S 1.7227 2.9181 0.7364 2.21 3.90 -1.18 0.967
O 1.4824 4.1822 0.0256 0.65 -2.04 0.08 -0.640
O 2.1916 3.1180 2.0751 0.81 -0.85 0.58 -0.662
C 3.1745 2.0351 -0.2055 -2.41 -1.49 1.65 0.549
F 2.8823 1.8953 -1.5228 1.27 0.72 1.30 -0.199
F 4.2339 2.6662 0.2115 0.89 1.06 -1.56 -0.211
F 3.3858 0.7645 0.2927 -0.72 0.21 -0.57 -0.219
```
Forces are in eV/Å.

Results
Strongest force on any atom = 4.63 eV/A
2S+1 = 7
Frontier orbital gap (spin up / spin down) = 7.56 / 8.90 eV
E = -113678.856 eV
Net charge = +1
LUMO energy (spin up / spin down) = -1.996 / -2.415 eV


> Look up the net charge of the first one.

+1